A structure of composition CH2BrNO4 at a distorted geometry, computed with wB97M-V/def2-TZVPD.

Geometry as XYZ:
```
9
Properties=species:S:1:pos:R:3
C 0.178 -0.244 -0.087
N 0.322 -0.263 1.374
O 1.268 -0.763 1.915
O -0.204 0.761 2.047
O 0.680 -1.275 -0.624
O -0.352 0.718 -0.556
Br -1.798 -1.588 1.481
H 0.668 -1.207 -1.622
H -1.168 0.970 1.895
```

Properties
energy	-80787.651	eV
gap between HOMO and LUMO (alpha / beta)	0.268 / 0.275	Eh
ΔE to the lowest compared entry with this formula, charge and spin	55.0	kcal/mol
HOMO energy (alpha / beta)	-9.737 / -9.810	eV


A cluster of 2 separate species, CH2BrNO5 in total at a distorted geometry, computed with wB97M-V/def2-TZVPD.

Geometry as XYZ:
```
10
Properties=species:S:1:pos:R:3
N 1.603 -0.136 -2.937
O 1.867 1.015 -3.384
O 1.833 -0.417 -1.727
O 1.109 -1.002 -3.710
C -1.290 0.129 2.249
O -0.331 -0.071 1.179
O -0.718 0.278 -0.025
Br -0.324 -0.511 3.869
H -1.554 1.181 2.378
H -2.196 -0.466 2.109
```

Properties
energy	-82828.834	eV
gap between HOMO and LUMO (alpha / beta)	0.355 / 0.238	Eh
HOMO energy (alpha / beta)	-10.802 / -10.963	eV


A cluster of 2 separate species, CH2BrO3S in total at a distorted geometry, computed with wB97M-V/def2-TZVPD.

Geometry as XYZ:
```
8
Properties=species:S:1:pos:R:3
C 1.584 0.473 0.956
O -1.148 0.137 -1.639
O -1.358 -2.087 -0.567
O -2.072 -0.127 0.643
S -1.174 -0.643 -0.430
Br 2.438 1.108 -0.694
H 0.926 1.350 1.111
H 0.803 -0.210 0.620
```

Properties
energy	-88087.824	eV
gap between HOMO and LUMO (alpha / beta)	0.325 / 0.209	Eh
ΔE to the lowest compared entry with this formula, charge and spin	82.4	kcal/mol
net charge	-1
HOMO energy (alpha / beta)	-5.577 / -3.803	eV


An isolated molecule of CH2BrP at a distorted geometry, computed with wB97M-V/def2-TZVPD.

Geometry as XYZ:
```
5
Properties=species:S:1:pos:R:3
H -2.075 -0.958 -0.218
P -0.654 -1.416 -0.036
C 0.411 0.563 0.002
Br 2.197 0.243 -0.012
H 0.121 1.568 0.263
```

Properties
energy	-80396.433	eV
gap between HOMO and LUMO (alpha / beta)	0.261 / 0.320	Eh
ΔE to the lowest compared entry with this formula, charge and spin	78.1	kcal/mol
HOMO energy (alpha / beta)	-8.390 / -9.018	eV


An isolated molecule of CH2BrP at a distorted geometry, computed with wB97M-V/def2-TZVPD.

Geometry as XYZ:
```
5
Properties=species:S:1:pos:R:3
C 0.203 0.279 0.042
P -0.467 -1.179 0.025
Br 2.348 0.340 0.011
H -0.368 1.188 -0.082
H -1.717 -0.628 0.004
```

Properties
energy	-80395.268	eV
expectation value of S²	2.011
gap between HOMO and LUMO (alpha / beta)	0.246 / 0.264	Eh
HOMO energy (alpha / beta)	-6.940 / -10.473	eV
multiplicity	3


An isolated molecule of CH2Cl2 at a distorted geometry, computed with wB97M-V/def2-TZVPD.

Geometry as XYZ:
```
5
Properties=species:S:1:pos:R:3
Cl 1.490 -2.808 -0.251
C 1.130 -3.171 -1.750
Cl -0.537 -3.457 -2.012
H 1.429 -2.353 -2.360
H 1.610 -3.834 -2.189
```

Properties
energy	-26112.947	eV
gap between HOMO and LUMO	0.430	Eh
ΔE to the lowest compared entry with this formula, charge and spin	29.7	kcal/mol
HOMO energy	-10.703	eV


A cluster of 2 separate species, CH2Cl2N2 in total at a distorted geometry, computed with wB97M-V/def2-TZVPD.

Geometry as XYZ:
```
7
Properties=species:S:1:pos:R:3
C -2.053 0.475 0.094
N -2.506 -0.679 -0.125
N 0.131 0.400 0.234
Cl -2.719 1.991 0.208
Cl -4.226 -0.978 -0.128
H 0.134 -0.268 -0.583
H 0.143 -0.035 1.084
```

Properties
energy	-29090.066	eV
gap between HOMO and LUMO (alpha / beta)	0.331 / 0.331	Eh
ΔE to the lowest compared entry with this formula, charge and spin	82.8	kcal/mol
HOMO energy (alpha / beta)	-10.082 / -10.083	eV


An isolated molecule of CH2Cl2NO3P at a distorted geometry, computed with wB97M-V/def2-TZVPD.

Geometry as XYZ:
```
10
Properties=species:S:1:pos:R:3
O 1.819 -0.081 -0.200
N 1.075 -0.943 0.239
O 1.398 -2.004 0.700
C -0.340 -0.673 0.080
P -0.326 1.135 -0.071
O 0.374 1.686 1.078
Cl 0.186 1.734 -1.840
Cl -2.297 1.534 -0.105
H -0.846 -1.323 -0.752
H -1.044 -1.066 0.870
```

Properties
energy	-43034.307	eV
gap between HOMO and LUMO	0.395	Eh
ΔE to the lowest compared entry with this formula, charge and spin	7.5	kcal/mol
HOMO energy	-11.276	eV